Computed, not measured: an isolated molecule of C18H26N2O5S2 in a non-equilibrium geometry, with the ωB97M-V functional and the def2-TZVPD basis.

F_max: 1.1 eV Å⁻¹
Frontier orbital gap: 9.399 eV
Net charge: 0
Energy above the lowest of the compared OMol25 structures with the same formula, charge and spin: 75.28 kJ/mol
LUMO energy: 0.010 hartree
E_HOMO: -9.13 eV
2S+1: 1
Molar mass: 414.549 Da
DFT total energy: -1983.585386 Eh

Geometry as XYZ:
```
53
C18H26N2O5S2 (the ωB97M-V functional and the def2-TZVPD basis)
C 1.005 3.856 -0.516
C -0.247 3.081 -0.261
C -0.549 2.638 1.025
C -1.713 1.934 1.278
C -2.581 1.660 0.237
C -2.313 2.108 -1.042
C -1.149 2.815 -1.286
H -0.937 3.163 -2.286
H -3.030 1.909 -1.824
S -4.061 0.690 0.540
O -5.029 1.025 -0.463
O -4.412 0.823 1.925
N -3.704 -0.927 0.314
C -2.921 -1.588 1.322
C -1.418 -1.448 1.072
H -1.135 -0.402 1.199
H -0.874 -2.041 1.809
C -1.031 -1.884 -0.354
C 0.378 -1.330 -0.552
O 0.543 -0.270 -1.129
N 1.424 -1.969 0.034
C 1.377 -3.256 0.687
H 0.487 -3.807 0.403
H 2.247 -3.844 0.386
H 1.392 -3.149 1.776
C 2.687 -1.245 0.179
C 2.529 0.063 0.939
H 2.424 -0.063 2.011
H 1.728 0.669 0.526
S 4.106 0.907 0.591
O 5.021 0.681 1.676
O 3.865 2.271 0.209
C 4.604 -0.107 -0.847
C 3.352 -0.895 -1.164
H 3.573 -1.803 -1.727
H 2.659 -0.285 -1.742
H 4.920 0.551 -1.649
H 5.430 -0.730 -0.513
H 3.366 -1.894 0.743
H -1.080 -2.972 -0.440
C -1.957 -1.255 -1.401
C -3.433 -1.383 -1.025
H -3.753 -2.430 -1.093
H -4.056 -0.786 -1.692
H -1.691 -0.202 -1.498
H -1.786 -1.732 -2.368
H -3.205 -2.648 1.330
H -3.197 -1.143 2.278
H -1.975 1.610 2.274
H 0.137 2.854 1.832
H 1.008 4.766 0.083
H 1.892 3.285 -0.240
H 1.084 4.131 -1.564
```

***

Computed, not measured: a cluster of 2 separate species, C3H9N3O in total in a non-equilibrium geometry, with the ωB97M-V functional and the def2-TZVPD basis.

F_max: 3.2 eV Å⁻¹
Frontier orbital gap: 9.045 eV
Net charge: 0
Energy above the lowest of the compared OMol25 structures with the same formula, charge and spin: 256.27 kJ/mol
LUMO energy: 0.006 hartree
E_HOMO: -8.88 eV
2S+1: 1
Molar mass: 103.125 Da
DFT total energy: -359.146832 Eh

Geometry as XYZ:
```
16
C3H9N3O (the ωB97M-V functional and the def2-TZVPD basis)
C -0.189 0.501 -1.918
N -0.163 -0.809 -1.323
C -0.534 -0.130 1.002
N -1.355 -0.374 2.056
N 0.456 0.709 1.049
C -0.639 -1.027 -0.149
O 2.213 -0.228 -0.563
H 2.838 0.367 -0.976
H 1.528 0.301 0.264
H -2.013 -1.133 2.018
H -1.187 0.056 2.951
H 0.477 1.361 1.825
H -0.884 -2.059 0.097
H 0.725 0.608 -2.500
H -0.243 1.338 -1.217
H -1.030 0.519 -2.617
```

***

Computed, not measured: a structure of composition C24H60BeFN4O8Pb in a non-equilibrium geometry, with the ωB97M-V functional and the def2-TZVPD basis.

F_max: 3.3 eV Å⁻¹
Frontier orbital gap: 8.262 eV
Net charge: +3
Energy above the lowest of the compared OMol25 structures with the same formula, charge and spin: 315.26 kJ/mol
LUMO energy: -0.302 hartree
E_HOMO: -16.49 eV
2S+1: 1
Molar mass: 767.974 Da
DFT total energy: -2077.823033 Eh

Geometry as XYZ:
```
99
C24H60BeFN4O8Pb (the ωB97M-V functional and the def2-TZVPD basis)
Be 1.970 -0.436 -0.775
Pb -2.666 0.737 -0.063
F -0.292 -0.039 -0.233
C -6.035 0.441 0.533
O -5.052 1.426 0.331
C -5.575 2.543 -0.427
C -4.516 3.628 -0.459
N -3.243 3.146 -1.043
C -2.104 4.035 -0.619
C -1.600 3.924 0.840
O -1.233 2.545 0.981
C -0.425 2.274 2.119
H -7.069 0.791 0.513
H -5.973 -0.088 1.486
H -5.930 -0.328 -0.239
H -6.537 2.895 -0.051
H -5.860 2.183 -1.421
H -4.264 3.893 0.570
H -4.880 4.550 -0.916
H -3.346 3.420 -2.017
H -2.388 5.073 -0.820
H -1.225 3.902 -1.250
H -2.368 4.266 1.536
H -0.738 4.588 0.918
H 0.477 2.888 2.053
H 0.011 1.273 2.155
H -0.977 2.438 3.044
C 3.839 0.856 -3.411
O 3.704 -0.086 -2.337
C 4.766 -1.065 -2.287
C 4.017 -2.389 -2.087
N 3.469 -2.408 -0.736
C 2.828 -3.643 -0.377
C 1.467 -3.828 -1.075
O 0.868 -2.586 -1.521
C -0.137 -2.658 -2.499
H 3.764 0.430 -4.412
H 4.795 1.373 -3.313
H 3.023 1.561 -3.258
H 5.358 -0.814 -1.401
H 5.435 -1.045 -3.145
H 4.714 -3.229 -2.168
H 3.178 -2.504 -2.772
H 4.282 -2.255 -0.150
H 2.688 -3.691 0.701
H 3.446 -4.517 -0.605
H 0.744 -4.287 -0.399
H 1.499 -4.455 -1.968
H -0.955 -3.339 -2.249
H 0.235 -2.944 -3.486
H -0.622 -1.691 -2.637
C -3.735 1.861 3.224
O -3.184 0.850 2.410
C -2.947 -0.352 3.148
C -2.654 -1.544 2.244
N -3.552 -1.455 1.082
C -3.080 -2.439 0.065
C -3.863 -2.210 -1.225
O -3.549 -0.907 -1.714
C -4.089 -0.635 -3.004
H -3.867 2.785 2.664
H -3.029 2.055 4.038
H -4.685 1.557 3.669
H -3.797 -0.589 3.791
H -2.064 -0.172 3.768
H -2.801 -2.453 2.832
H -1.611 -1.532 1.931
H -4.455 -1.817 1.373
H -3.235 -3.489 0.332
H -2.014 -2.407 -0.171
H -4.911 -2.452 -1.040
H -3.410 -2.898 -1.944
H -3.337 -0.900 -3.750
H -4.370 0.412 -3.109
H -4.965 -1.255 -3.200
C 7.536 0.399 0.209
O 6.413 0.696 -0.586
C 5.618 1.754 -0.093
C 4.197 1.417 -0.504
N 3.613 0.265 0.227
C 3.304 0.646 1.624
C 2.765 -0.655 2.286
O 1.754 -1.167 1.476
C 1.001 -2.194 2.135
H 8.312 -0.054 -0.412
H 7.400 -0.355 0.992
H 8.031 1.272 0.638
H 5.878 2.708 -0.559
H 5.716 1.916 0.983
H 4.076 1.253 -1.573
H 3.579 2.303 -0.329
H 4.360 -0.405 0.396
H 2.524 1.408 1.672
H 4.147 1.043 2.190
H 2.465 -0.342 3.291
H 3.570 -1.364 2.503
H 0.376 -1.712 2.887
H 1.648 -2.947 2.585
H 0.355 -2.657 1.391
```